(1)
6
Properties=species:S:1:pos:R:3:forces:R:3:lowdin_charge:R:1 method="wB97M-V/def2-TZVPD" max_force_ev_per_a=4.31 homo_ev="-12.17 / -12.90" relative_energy_kcal_mol=20.2 s_squared=0.75 multiplicity=2 total_charge=+1
O 1.850388 -0.914193 0.286949 -0.4 1.1 -1.4 0.09
C 0.884639 -0.580404 -0.365191 -1.7 -3.7 1.4 -0.26
C -0.318397 0.105408 0.092318 -0.6 3.6 1.5 -0.28
O -0.752724 1.146060 -0.475918 -0.6 0.1 1.1 -0.26
H 0.263123 -1.316404 -1.047700 1.8 0.4 -0.5 0.16
Y -1.927030 1.559533 1.509542 1.6 -1.5 -2.1 1.55

(2)
17
Properties=species:S:1:pos:R:3:forces:R:3:lowdin_charge:R:1 method="wB97M-V/def2-TZVPD" max_force_ev_per_a=1.88 homo_ev=-12.48 relative_energy_kcal_mol=71.1 total_charge=+1
C 1.814987 -1.475334 0.731236 1.1 0.8 0.4 -0.03
C 1.288710 -0.229517 0.165137 -1.5 -0.7 -0.8 -0.02
C 0.494538 0.686038 0.796377 -0.2 -0.2 0.5 -0.06
C -0.252661 1.592172 0.064465 1.1 0.9 -0.4 -0.05
N -0.841894 2.692420 0.601500 0.1 -1.0 0.9 0.14
N -2.139792 -1.559521 -1.767019 0.8 0.4 0.0 0.03
H 1.875865 -1.414449 1.814846 -0.1 -0.3 0.1 0.10
H 2.802822 -1.699770 0.323590 -0.1 -0.1 0.0 0.11
H 1.339917 -0.110597 -0.915281 0.1 -0.2 -0.1 0.14
H -2.032303 -0.827515 -2.438617 -0.4 -0.2 -0.3 0.00
H 0.512179 0.813388 1.866216 -0.1 -0.3 0.4 0.13
H -0.284482 1.466447 -1.014937 0.2 0.4 -0.1 0.14
H -1.027216 2.520534 1.589135 0.2 0.3 0.1 0.12
H -0.242769 3.519201 0.546342 -0.7 0.3 -0.8 0.15
H -2.845039 -2.261894 -1.853748 0.0 0.1 0.1 0.01
H 1.152818 -2.286190 0.418842 -0.2 0.0 -0.1 0.12
H -1.615680 -1.425415 -0.928084 -0.3 -0.4 0.2 -0.03

(3)
34
Properties=species:S:1:pos:R:3:forces:R:3:lowdin_charge:R:1 method="wB97M-V/def2-TZVPD" max_force_ev_per_a=2.60 homo_ev=-14.43 relative_energy_kcal_mol=6.5 total_charge=+2
Re -0.555886 -1.449657 0.240639 -0.6 -0.6 -2.5 1.18
O -1.578083 -1.063931 1.629279 0.2 -0.4 0.6 -0.28
C -2.117966 -0.049379 2.349795 -0.5 1.5 0.6 -0.25
C -2.967200 -0.312867 3.410438 0.3 -0.6 -0.4 0.04
C -3.542084 0.740062 4.105495 0.0 0.3 -0.1 0.00
C -3.264015 2.050120 3.738281 0.0 -0.1 0.0 -0.01
C -2.395083 2.310677 2.689176 0.1 0.1 -0.1 0.02
C -1.800373 1.275406 1.972809 -0.1 -0.7 0.0 -0.13
C -0.839361 1.573979 0.938673 0.3 0.4 -0.2 0.02
N -0.243050 0.702398 0.193029 -0.8 -1.2 0.6 -0.12
N 0.747574 1.092084 -0.637218 0.7 0.3 -0.5 0.12
C 1.389737 0.094627 -1.153268 -0.4 1.7 0.4 -0.32
O 0.919742 -1.153208 -0.845669 -0.5 -0.7 0.6 -0.26
C 2.562588 0.262366 -1.963424 0.4 -0.6 -0.3 -0.16
C 2.976033 1.541582 -2.364066 -0.2 0.0 0.1 0.00
C 4.141907 1.681270 -3.083663 0.1 0.0 -0.1 -0.04
C 4.910710 0.563665 -3.402011 -0.1 0.0 0.1 -0.02
C 4.501645 -0.707740 -3.012377 0.2 0.0 -0.1 -0.04
C 3.330567 -0.863436 -2.303236 -0.3 0.1 0.1 -0.01
H -3.159983 -1.343674 3.681413 0.0 0.0 0.0 0.14
H -4.206797 0.535078 4.932988 0.0 0.0 0.0 0.13
H -3.711614 2.874283 4.275680 0.0 0.0 0.0 0.13
H -2.167130 3.334878 2.420190 0.0 0.0 0.0 0.14
H -0.547872 2.613873 0.812080 0.0 0.0 -0.1 0.16
H 2.375122 2.403542 -2.110029 0.0 0.0 0.0 0.12
H 4.465525 2.662953 -3.400706 0.0 0.0 0.0 0.12
H 5.831356 0.686877 -3.956062 0.0 0.0 0.0 0.12
H 5.103579 -1.568549 -3.268453 0.0 0.0 0.0 0.12
H 2.991214 -1.845743 -2.000275 0.1 0.0 0.0 0.12
S -4.294698 -4.390673 0.026058 0.4 0.0 -0.2 0.20
As -2.439697 -3.706421 -0.874718 -0.5 -0.1 -0.1 -0.05
S -2.303097 -1.514134 -1.331510 1.3 -0.6 1.1 0.30
S -0.495088 -3.803880 0.167176 -0.4 0.8 0.0 0.24
S -3.618211 -5.226420 -1.876504 0.3 0.4 0.2 0.25

(4)
80
Properties=species:S:1:pos:R:3:forces:R:3:lowdin_charge:R:1 method="wB97M-V/def2-TZVPD" max_force_ev_per_a=8.28 homo_ev=-7.95 total_charge=0
C 6.460444 -0.508626 0.191601 -0.9 1.8 1.0 -0.18
C 5.583292 0.647082 1.023681 -1.7 1.6 1.6 -0.18
C 4.712726 0.072188 2.307072 -0.6 4.4 -0.9 -0.04
C 3.774872 1.092542 3.185240 2.6 1.4 -3.7 -0.02
C 3.752181 2.704535 2.740442 1.6 -1.8 -1.3 -0.14
C 2.727531 3.652074 3.662179 -0.1 -1.6 -1.0 -0.15
C 1.198527 3.272671 3.100642 -1.8 -0.2 -0.3 -0.07
C 0.482237 1.983345 3.866339 -3.4 1.7 -3.9 0.00
C -0.998990 1.524084 3.334171 2.9 3.4 -1.7 0.01
C -1.680035 2.359776 2.064385 1.1 1.2 0.8 -0.07
C -3.165954 1.780978 1.564737 1.8 -0.6 -1.0 -0.15
C -2.824470 0.289841 0.888410 0.2 0.6 -0.4 -0.31
C -3.266815 0.214865 -0.715019 -0.9 -1.6 1.6 -0.61
I -1.708131 1.056381 -2.054487 -0.9 -0.3 0.8 0.67
C -0.993321 3.655477 1.321898 1.8 -1.9 2.9 0.02
C 0.517804 4.116320 1.870768 -1.7 -2.6 1.1 0.02
C 1.216787 5.392375 1.075943 2.5 2.6 1.1 -0.20
O 2.079876 6.258453 1.613570 -5.0 -5.4 -3.1 -0.06
C 0.791976 5.530141 -0.535907 -3.8 -1.4 -0.8 0.06
C -0.572201 5.101298 -1.044082 3.4 0.4 1.6 -0.16
N -1.017277 5.188717 -2.487218 1.3 0.0 1.9 0.04
C -1.657611 4.528394 0.092174 -4.2 1.1 -0.9 -0.18
O -2.954062 4.838021 -0.039049 7.9 -2.2 1.0 -0.03
C 4.630090 3.313067 1.474466 0.2 -4.3 1.0 -0.02
C 5.584375 2.259503 0.594364 -2.6 -1.5 3.3 -0.03
H 5.981305 -1.557596 0.425220 2.2 3.1 -0.3 -0.14
H 7.563116 -0.389409 0.570916 -2.0 -0.5 -1.1 0.09
H 6.305995 -0.281993 -0.946504 0.6 -0.5 2.1 0.09
H 4.744735 -1.076930 2.549764 0.0 2.6 -0.5 0.07
H 3.113042 0.729286 4.109753 1.7 0.9 -2.4 0.08
H 2.849259 3.229325 4.768497 -0.5 1.2 -2.4 0.12
H 2.969520 4.794542 3.584380 -0.6 -2.4 0.1 0.11
H 0.962031 1.387339 4.752383 -0.8 1.5 -2.0 0.09
H -1.575558 0.594128 3.799967 1.4 2.3 -1.2 0.07
H -3.617888 2.418101 0.679336 1.0 -0.9 2.2 0.10
H -3.914124 1.632153 2.453088 1.6 0.6 -1.7 0.10
H -3.370295 -0.514396 1.550548 1.0 1.4 -1.7 0.01
H -1.652933 0.084248 0.902310 -2.6 0.4 0.2 0.10
H -4.316487 0.728612 -0.922191 2.4 -1.1 0.3 0.08
H -3.283396 -0.950423 -0.968502 -0.1 2.9 0.3 -0.04
H 1.532621 5.961983 -1.346223 -1.4 -0.8 2.2 0.12
H -0.914533 4.287923 -3.004001 -0.2 0.9 1.0 0.06
H -0.513389 5.925003 -3.028349 -0.4 -0.9 1.0 0.08
H 4.572963 4.468233 1.201014 0.1 -2.8 0.7 0.09
H 6.219831 2.637789 -0.342573 -1.6 -1.0 2.4 0.09
C 4.702297 -4.400869 -1.224998 -0.2 0.0 -0.2 -1.55
Br 4.603286 -2.947270 0.063987 -1.2 -1.7 -0.6 0.71
Br 6.447724 -4.493333 -2.079048 -0.4 0.0 0.3 0.58
Br 4.191461 -6.104050 -0.435963 0.2 0.4 -0.2 0.54
H 3.972797 -4.181161 -2.011359 0.3 -0.1 0.4 -0.02
C -2.444402 -4.091876 0.384752 0.1 -0.1 0.1 -1.54
Br -2.751063 -3.109695 2.035665 0.4 -0.5 -0.6 0.51
Br -3.618013 -3.489020 -1.044817 0.4 -0.1 0.3 0.58
Br -0.573745 -4.047269 -0.147236 -0.6 0.1 0.1 0.57
H -2.695211 -5.138823 0.584257 0.1 0.5 -0.2 -0.08
C -2.602962 0.320155 -6.520260 0.2 0.0 0.1 -1.60
Br -3.780693 -0.813796 -5.466059 0.3 0.3 -0.3 0.55
Br -2.975384 0.178493 -8.424387 0.1 0.0 0.5 0.56
Br -2.640323 2.167223 -5.910913 -0.3 -0.5 -0.2 0.50
H -1.583072 -0.046941 -6.365760 -0.4 0.2 0.0 -0.05
C -4.891485 -7.284871 -2.043271 -0.1 -0.1 -0.1 -1.58
Br -3.135670 -7.902146 -2.609242 -0.4 0.2 0.2 0.57
Br -4.884697 -6.679574 -0.194479 -0.1 -0.4 -0.3 0.58
Br -5.605255 -5.931982 -3.245177 0.2 -0.3 0.3 0.55
H -5.565327 -8.146292 -2.095210 0.3 0.4 0.1 -0.02
C -5.820819 -1.079985 3.768500 -0.2 0.1 -0.2 -1.58
Br -4.034321 -1.041668 4.537389 -0.4 0.0 0.0 0.56
Br -6.013020 -2.501676 2.454605 -0.4 0.5 0.4 0.54
Br -7.197365 -1.171070 5.140061 0.4 0.0 -0.3 0.58
H -5.960753 -0.132771 3.237454 0.1 -0.4 0.2 -0.02
C 0.600947 -5.809796 3.502228 -0.2 -0.1 -0.1 -1.59
Br 1.275513 -6.899815 4.965462 -0.1 0.3 -0.4 0.56
Br 0.103700 -4.025917 4.098038 0.3 -0.5 -0.1 0.53
Br 1.845632 -5.753171 2.008270 -0.2 0.0 0.6 0.49
H -0.312617 -6.291875 3.139177 0.4 0.2 0.2 -0.02
C 0.927637 1.187987 -8.003160 -0.1 -0.1 -0.1 -1.60
Br 2.683451 0.570712 -8.569132 -0.4 0.2 0.2 0.57
Br 0.934425 1.793284 -6.154368 0.2 -0.2 -0.4 0.54
Br 0.213866 2.540876 -9.205066 0.2 -0.3 0.4 0.55
H 0.253795 0.326566 -8.055099 0.3 0.4 0.0 -0.05

Values for E, eV, ordered as above
-7215.928, -7297.864, -128049.227, -1514026.372